[1]
Molecular formula: C3H8NO
Method: DFT, the ωB97M-V functional and the def2-TZVPD basis

Structure (XYZ):
```
13
Properties=species:S:1:pos:R:3:forces:R:3
C 1.479682 0.424002 0.372191 1.86 1.56 0.04
C 2.854636 -0.056423 -0.262688 -3.03 -3.08 1.00
C -3.242355 -0.048933 0.226505 4.45 0.04 -0.48
N -2.114380 -0.573885 -0.284169 -5.00 2.02 -3.43
O 0.343461 0.142935 0.085882 0.11 -1.03 -0.14
H 1.603665 1.354968 1.026607 0.14 -1.03 -0.32
H 2.822674 0.520355 -1.149857 0.27 0.04 -1.50
H 3.624191 0.318261 0.317738 1.49 0.75 1.31
H 3.014483 -1.236177 -0.351052 -0.71 2.75 -0.28
H -4.068832 0.625408 -0.195028 1.30 -1.79 -0.02
H -1.364390 -0.857678 0.321824 0.55 -0.19 0.05
H -2.967346 -0.041720 1.261148 -1.57 0.22 1.11
H -1.985494 -0.571119 -1.369102 0.14 -0.26 2.68
```
Forces are in eV/Å.

Summary:
Charge   +1
LUMO energy   -5.72 eV
Kohn-Sham gap   7.99 eV



[2]
Molecular formula: C3H8NO
Method: DFT, the ωB97M-V functional and the def2-TZVPD basis

Structure (XYZ):
```
13
Properties=species:S:1:pos:R:3:forces:R:3
C -0.338708 0.549690 1.157623 1.04 -0.66 -0.47
C -0.625230 -1.004980 -0.733442 -0.73 -0.68 0.06
C 0.671611 1.356394 1.837451 3.29 -3.57 -1.74
N 0.047423 -1.152546 -2.101948 -0.48 0.68 -0.38
O -0.017080 -0.191498 0.140664 -0.09 0.97 -0.89
H -1.201414 0.449225 1.765578 -1.51 -0.69 -0.47
H -1.715552 -1.067922 -0.806319 0.57 0.36 0.19
H 0.706644 0.998849 2.857593 0.69 -0.43 0.37
H 0.365972 2.286735 1.971243 -1.66 4.47 0.23
H 1.684010 1.404389 1.285601 -1.54 -0.35 1.14
H -0.731334 -1.461993 -2.782581 1.41 0.60 1.32
H 0.732871 -1.977200 -2.080819 -0.65 1.91 -0.26
H 0.420787 -0.189142 -2.510643 -0.35 -2.61 0.91
```
Forces are in eV/Å.

Summary:
Charge   +1
LUMO energy (alpha / beta)   -4.30 / -3.82 eV
Kohn-Sham gap (alpha / beta)   7.55 / 8.59 eV



[3]
Molecular formula: C3H8NO
Method: DFT, the ωB97M-V functional and the def2-TZVPD basis

Structure (XYZ):
```
13
Properties=species:S:1:pos:R:3:forces:R:3
C 1.830564 0.673799 0.314677 -1.57 1.04 -4.27
C 0.111418 -0.203647 -0.423983 1.68 2.71 0.64
C -2.185000 0.041120 0.074656 -4.17 0.61 -0.86
N 1.384098 -0.690257 0.025992 0.52 -1.23 5.19
O -0.865132 -0.318156 0.450227 0.20 -0.54 -0.38
H 2.199395 1.168036 -0.599876 0.00 -0.41 0.75
H 2.041252 1.182126 1.247392 -0.61 -1.04 0.42
H 0.050509 0.155904 -1.502738 -0.08 -0.75 1.67
H -2.640276 -0.600015 -0.793556 1.17 0.51 1.84
H -2.323364 1.078427 -0.376317 0.90 -0.94 0.99
H -2.932932 -0.017090 1.015952 2.25 -0.08 -2.15
H 1.909880 -1.357603 -0.496026 0.79 -0.40 -1.09
H 1.419587 -1.112644 1.063594 -1.07 0.51 -2.74
```
Forces are in eV/Å.

Summary:
Charge   +1
LUMO energy   -4.34 eV
Kohn-Sham gap   9.00 eV



[4]
Molecular formula: C3H8NO2
Method: DFT, the ωB97M-V functional and the def2-TZVPD basis

Structure (XYZ):
```
14
Properties=species:S:1:pos:R:3:forces:R:3
C -1.458863 -1.053296 -1.446875 0.00 -0.29 -0.38
C 0.040737 0.102693 0.594863 -0.58 -1.02 -1.70
C 1.185611 0.925766 0.158309 0.03 0.15 0.12
N -0.273642 0.082795 1.834760 0.42 0.41 0.57
O -1.185804 -1.712551 -2.528727 0.37 0.72 1.13
O 1.749569 1.621441 1.241434 0.09 0.10 0.11
H -1.763032 -1.547112 -0.536739 -0.04 -0.14 -0.06
H -1.579526 0.012409 -1.573923 -0.06 -0.06 -0.08
H 0.807944 1.606490 -0.621070 0.04 -0.08 0.08
H 1.913480 0.258795 -0.329682 -0.16 0.00 0.04
H -1.040882 -0.459282 2.211147 0.07 0.04 -0.14
H 0.275279 0.631316 2.503818 -0.12 -0.06 -0.01
H -1.111820 -2.682587 -2.435988 -0.09 0.22 0.22
H 2.440948 2.213122 0.928673 0.03 0.02 0.09
```
Forces are in eV/Å.

Summary:
Charge   +1
LUMO energy   -5.37 eV
Kohn-Sham gap   7.85 eV



[5]
Molecular formula: C3H8NO2
Method: DFT, the ωB97M-V functional and the def2-TZVPD basis

Structure (XYZ):
```
14
Properties=species:S:1:pos:R:3:forces:R:3
C -1.426737 0.062514 0.786137 0.17 -0.13 0.04
C -0.641767 -0.963028 -0.024488 -1.22 -0.15 0.29
N 0.782476 -0.830056 -0.028640 4.48 4.94 -0.15
O 1.400540 -1.647678 0.841622 -0.29 -0.33 0.67
C 1.558010 0.801818 0.070502 -3.09 -5.11 -0.35
O 2.731940 0.755574 0.510763 0.15 0.14 0.11
H -1.037522 0.127348 1.799415 0.02 0.00 0.09
H -1.400831 1.042690 0.319769 -0.01 0.13 -0.04
H -2.462099 -0.262981 0.837879 -0.09 0.06 0.00
H -0.965088 -0.946366 -1.070027 0.10 -0.08 0.13
H -0.820321 -1.960492 0.394482 0.04 0.14 -0.23
H 2.358251 -1.687895 0.666058 -0.31 0.08 -0.38
H 1.113931 1.521054 -0.605848 0.26 0.41 -0.10
H 3.340379 1.489738 0.273953 -0.22 -0.11 -0.07
```
Forces are in eV/Å.

Summary:
SMILES string   CC/[N+](O)=C/O
Charge   +1
LUMO energy (alpha / beta)   -6.01 / -5.84 eV
Kohn-Sham gap (alpha / beta)   8.05 / 8.36 eV



[6]
Molecular formula: C3H8NO2
Method: DFT, the ωB97M-V functional and the def2-TZVPD basis

Structure (XYZ):
```
14
Properties=species:S:1:pos:R:3:forces:R:3
N -0.447794 1.598444 -1.182240 -0.36 -1.59 -0.70
C -0.306268 0.117465 -0.719881 -1.33 -1.49 0.66
C 0.145416 0.027551 0.810555 1.68 2.82 -1.76
C 0.852463 -1.270557 1.119124 1.10 0.33 -2.59
O 2.072343 -1.441882 0.895496 -4.94 -0.44 1.64
O -0.263148 -2.137237 1.314352 2.70 2.72 -0.24
H -0.882605 2.174344 -0.462036 0.30 0.13 0.12
H 0.514394 1.844572 -1.382274 0.09 0.95 -0.03
H -1.031480 1.703130 -2.056233 0.84 -0.30 1.00
H -1.360820 -0.315620 -0.751261 1.55 0.42 -0.41
H 0.399702 -0.425216 -1.426472 -0.97 0.91 0.83
H 0.852424 0.926104 0.938856 -0.88 -1.41 0.32
H -0.733724 0.116977 1.407799 -0.46 0.29 0.53
H 0.189098 -2.918077 1.494212 0.65 -3.33 0.63
```
Forces are in eV/Å.

Summary:
SMILES string   [NH3+]CCC(=O)O
Charge   +1
LUMO energy   -4.05 eV
Kohn-Sham gap   10.69 eV



[7]
Molecular formula: C3H8NO2
Method: DFT, the ωB97M-V functional and the def2-TZVPD basis

Structure (XYZ):
```
14
Properties=species:S:1:pos:R:3:forces:R:3
C -1.156585 0.757842 0.396694 -0.47 2.35 -4.93
C 0.299676 0.352118 0.054735 0.08 3.63 1.05
N 0.743403 -0.480406 1.336178 2.39 -1.77 -4.41
C 0.412637 -0.458524 -1.202031 1.27 -5.58 -0.17
O 0.945950 -1.601750 -1.119400 -1.07 3.58 0.01
O -0.234146 -0.075775 -2.289428 0.22 1.37 0.82
H -1.386613 1.792957 -0.177253 0.61 -2.16 1.78
H -1.979170 0.151713 -0.010268 0.72 -0.50 0.05
H -1.283620 0.815958 1.405797 -0.38 0.71 2.75
H 0.970427 1.441507 -0.055382 -1.60 -3.51 0.65
H 0.116627 -1.323676 1.393013 0.87 0.91 0.25
H 0.833081 0.057411 2.144632 -0.76 1.35 1.83
H 1.768635 -0.791956 1.185387 -2.02 -0.11 -0.07
H -0.050301 -0.637419 -3.062674 0.14 -0.25 0.40
```
Forces are in eV/Å.

Summary:
SMILES string   C[C@@H]([NH3+])C(=O)O
Charge   +1
LUMO energy   -3.85 eV
Kohn-Sham gap   11.38 eV



[8]
Molecular formula: C3H8NO2P
Method: DFT, the ωB97M-V functional and the def2-TZVPD basis

Structure (XYZ):
```
15
Properties=species:S:1:pos:R:3:forces:R:3
N 0.939825 -1.739195 -0.291857 0.60 -0.51 -3.08
C 0.329842 -0.959132 0.666602 0.99 3.75 -0.49
C 0.692033 0.790510 0.274307 0.44 -5.64 -3.64
C -0.326604 0.970900 -0.879431 -1.45 2.01 2.40
P -1.614454 -0.359421 -0.779536 -1.63 0.48 -2.04
O -2.872216 0.499420 -0.134368 -0.08 0.20 0.31
O -1.048416 -1.008376 0.534898 0.37 -1.16 2.16
H 1.908409 -2.078921 -0.130136 -1.20 0.83 -0.37
H 0.742981 -1.218332 -1.224347 1.37 -1.83 1.68
H 0.623808 -1.227079 1.642992 0.23 -0.16 1.22
H 0.409618 1.219619 1.126878 -0.51 2.44 3.19
H 1.774907 0.749918 -0.058852 -1.39 0.56 0.78
H -0.996611 1.908823 -0.660038 1.41 -1.42 -0.80
H 0.063727 0.988181 -1.862307 0.53 0.32 -0.92
H -3.489615 -0.040427 0.386647 0.30 0.12 -0.40
```
Forces are in eV/Å.

Summary:
SMILES string   N[C@H]1CCP(O)O1
Charge   0
LUMO energy   0.93 eV
Kohn-Sham gap   9.31 eV



[9]
Molecular formula: C3H8NO2PS
Method: DFT, the ωB97M-V functional and the def2-TZVPD basis

Structure (XYZ):
```
16
Properties=species:S:1:pos:R:3:forces:R:3
C 0.140948 0.287765 -2.000698 -1.82 1.39 1.20
C 0.637011 1.614412 -1.592513 -1.47 -0.24 1.31
C 0.585845 0.469385 -0.630392 2.25 -0.96 1.73
N -0.902232 -1.069219 1.132829 2.05 2.18 -0.08
O -1.650618 1.324516 0.553541 0.64 -0.57 -0.43
O 0.332747 0.857398 1.917797 1.96 1.00 2.08
P 0.413361 -1.773475 2.037688 -0.96 -1.57 -0.03
S -0.466019 0.544432 0.816802 -2.83 -1.63 -2.41
H -0.867854 0.166645 -2.133139 -2.62 0.16 -0.19
H 0.582426 -0.436509 -2.541804 2.33 -1.70 -2.00
H 1.594182 1.825683 -1.867373 2.35 1.08 -0.74
H -0.004728 2.413879 -1.234118 -0.21 0.00 -0.96
H 1.606646 0.009549 -0.454251 -1.54 0.49 0.49
H -1.746137 -1.481680 0.820743 -0.68 -0.14 -0.29
H -0.153025 -1.623398 3.331075 0.17 -0.20 0.02
H -0.102552 -3.129381 1.843812 0.38 0.70 0.29
```
Forces are in eV/Å.

Summary:
Charge   0
LUMO energy   0.73 eV
Kohn-Sham gap   10.22 eV



[10]
Molecular formula: C3H8NO2S
Method: DFT, the ωB97M-V functional and the def2-TZVPD basis

Structure (XYZ):
```
15
Properties=species:S:1:pos:R:3:forces:R:3
O -2.856814 -0.966197 -0.997123 0.45 0.61 0.70
C -2.833812 -0.022782 -0.179533 -2.21 -0.30 -1.27
N -1.869596 0.440965 0.573006 5.29 -1.02 0.18
C -0.491709 0.007561 0.242793 -2.87 5.98 0.22
C 0.710793 0.325785 1.188522 -0.54 -1.05 1.08
S 2.144266 -0.664135 0.677192 0.05 -0.18 0.17
H -3.811333 0.547632 0.013871 0.84 -0.58 -0.17
H -0.408087 -1.985403 0.296428 0.47 -0.43 -0.07
H -0.435210 -1.206493 0.240338 -0.15 -1.85 -0.04
H -0.180896 0.191260 -0.839278 -0.58 -0.89 1.12
H 1.054212 1.403991 1.247658 -1.06 -1.03 -0.57
H 0.423125 0.009883 2.243609 0.16 0.60 -1.22
H 3.047130 0.034529 -1.365995 1.28 -1.76 0.28
H 2.352121 1.074749 -1.419452 0.25 1.36 -0.86
O 3.155808 0.808648 -1.922035 -1.40 0.54 0.45
```
Forces are in eV/Å.

Summary:
Charge   -1
LUMO energy   2.23 eV
Kohn-Sham gap   6.15 eV



[11]
Molecular formula: C3H8NO3
Method: DFT, the ωB97M-V functional and the def2-TZVPD basis

Structure (XYZ):
```
15
Properties=species:S:1:pos:R:3:forces:R:3
O 0.456933 2.287975 0.248698 0.64 0.77 1.28
C 0.591524 1.389635 1.051604 -1.02 -1.27 -2.30
C -0.047055 0.063441 0.747122 -1.85 -0.02 -0.61
N -0.503614 -0.120283 -0.661605 -2.38 0.25 -0.14
C -1.296455 -1.616536 -0.669955 0.81 0.58 1.93
O -1.938482 -1.846256 0.451424 -0.51 0.22 -0.73
H 1.071954 1.403337 2.036429 0.36 0.73 0.27
H -0.977550 0.116033 1.461674 1.54 -0.84 -0.75
H 0.620590 -0.809752 0.921726 -0.59 0.57 0.72
H -1.326738 0.546392 -0.901991 1.95 -1.09 0.94
H -0.351471 -2.233052 -0.672673 -0.28 -0.12 -1.02
H -1.936786 -1.653106 -1.617812 1.02 0.26 0.49
H 1.915089 0.627974 -1.622430 1.26 -1.71 2.92
H 1.844509 -0.626929 -0.753176 -1.90 -2.17 0.11
O 2.378751 0.114761 -0.824264 0.96 3.85 -3.09
```
Forces are in eV/Å.

Summary:
Charge   -1
LUMO energy   3.91 eV
Kohn-Sham gap   6.96 eV



[12]
Molecular formula: C3H8NO3PS
Method: DFT, the ωB97M-V functional and the def2-TZVPD basis

Structure (XYZ):
```
17
Properties=species:S:1:pos:R:3:forces:R:3
C -1.958938 -0.712827 0.525005 -0.01 -0.67 0.77
C -0.667005 0.150720 0.405215 -0.80 -0.21 0.71
C -0.830948 1.101708 -0.756007 1.14 0.18 -0.71
N 0.599482 -0.591481 0.317166 0.13 0.86 -0.37
S 0.647723 -2.132183 -0.487320 -0.56 -0.87 -0.66
P 2.013481 0.460944 0.026865 0.32 0.26 1.55
O 2.140446 1.525862 1.119494 -0.45 -1.24 -0.98
O 2.169365 0.924788 -1.394878 -0.10 -0.08 0.15
O 3.020378 -0.794991 0.305458 2.92 3.95 1.65
H -2.107046 -1.043409 1.558441 0.21 0.00 0.25
H -2.983034 -0.219713 0.303684 1.88 -0.58 -0.43
H -1.674714 -1.671327 0.012845 -0.95 0.79 -0.24
H -0.444745 0.577488 1.369277 -0.70 1.32 0.31
H 0.214082 1.307126 -1.073378 -0.95 0.64 -0.20
H -1.382638 2.052136 -0.594783 0.00 -0.69 0.00
H -1.218874 0.469402 -1.567288 -0.34 0.52 -0.11
H 2.462983 -1.404243 -0.069797 -1.73 -4.18 -1.68
```
Forces are in eV/Å.

Summary:
SMILES string   CC(C)N([S-])[P@](=O)([O-])O
Charge   -2
LUMO energy   6.17 eV
Kohn-Sham gap   4.81 eV



We obtain energy above the lowest of the compared OMol25 structures with the same formula, charge and spin values of 200.4; 394.3; 429.1; 426.3; 575.4; 169.6; 186.7; 124.3; 232.6; 545.0; 387.8; 1.7 kJ/mol for the records listed above, in that order.